Below is a molecular structure, C30H45BrIrN4OP2 in a non-equilibrium geometry, with properties calculated with ωB97M-V/def2-TZVPD.

ORCA input file:
```
! RIJCOSX wB97M-V def2-TZVPD def2/J DEFGRID3
* xyz 4 6
C -0.69 7.35 -6.25
C -0.89 5.98 -6.53
C -1.18 5.61 -7.85
C -1.24 6.61 -8.83
N -1.05 7.89 -8.55
C -0.78 8.27 -7.30
C -0.79 4.98 -5.49
C -0.68 4.12 -4.63
C -0.41 3.18 -3.61
C 0.75 3.36 -2.84
C 1.07 2.46 -1.84
C 0.17 1.40 -1.64
C -0.97 1.16 -2.41
C -1.28 2.08 -3.40
Ir 0.44 0.31 0.00
P 1.99 -0.86 -0.98
H -1.33 4.57 -8.14
H -0.46 7.70 -5.25
H -1.46 6.35 -9.87
H -0.62 9.33 -7.12
H -2.16 1.96 -4.03
H 1.40 4.22 -3.04
H -1.60 0.30 -2.16
H 1.94 2.56 -1.20
C 2.26 -2.52 -0.24
C 3.14 -3.48 -1.03
H 1.25 -2.93 -0.11
H 2.66 -2.37 0.77
H 3.32 -4.37 -0.42
H 2.68 -3.81 -1.96
H 4.13 -3.06 -1.27
C 1.72 -1.14 -2.77
C 2.73 -0.51 -3.72
H 0.72 -0.74 -2.97
H 1.66 -2.23 -2.93
H 2.43 -0.73 -4.75
H 2.76 0.59 -3.62
H 3.75 -0.90 -3.58
C 3.52 0.11 -0.67
C 4.85 -0.63 -0.80
H 3.42 0.51 0.36
H 3.49 0.97 -1.34
H 5.67 0.10 -0.67
H 4.98 -1.39 -0.02
H 4.99 -1.09 -1.78
Br -1.09 -1.55 0.15
P -2.61 -3.42 -4.21
C -0.77 -3.53 -4.13
C -0.31 -4.98 -4.32
H -0.46 -3.14 -3.15
H -0.38 -2.88 -4.92
H 0.76 -5.00 -4.57
H -0.45 -5.57 -3.41
H -0.85 -5.47 -5.14
C -3.06 -3.19 -2.44
C -4.48 -3.71 -2.17
H -2.96 -2.13 -2.20
H -2.32 -3.75 -1.85
H -4.62 -3.85 -1.10
H -5.23 -2.99 -2.52
H -4.66 -4.66 -2.67
C -2.86 -1.73 -4.91
C -3.10 -1.77 -6.42
H -1.98 -1.12 -4.66
H -3.74 -1.31 -4.39
H -3.54 -0.83 -6.75
H -2.17 -1.92 -6.97
H -3.79 -2.58 -6.70
C -0.84 4.59 2.59
N 0.02 3.42 2.65
C 1.09 3.37 3.49
C 1.94 2.30 3.49
C 1.70 1.26 2.59
N 0.70 1.38 1.69
C -0.21 2.42 1.71
O -1.15 2.43 0.91
N 2.47 0.14 2.49
H -1.89 4.29 2.68
H -0.69 5.13 1.65
H -0.57 5.24 3.42
H 1.18 4.25 4.13
H 2.79 2.24 4.16
H 3.21 0.02 3.16
H 2.05 -0.71 2.12
*
```

Results
- Frontier orbital gap (alpha / beta): 6.52 / 3.03 eV
- E_LUMO (alpha / beta): -0.41805 / -0.56444 Eh
- Molar mass: 811.79 g/mol